{"formula": "C34H39N10NiO3S", "method": "the ωB97M-V functional and the def2-TZVPD basis", "species": ["Ni", "C", "N", "C", "C", "C", "C", "C", "N", "C", "C", "C", "C", "C", "C", "H", "H", "H", "H", "H", "H", "H", "H", "H", "H", "H", "N", "C", "C", "C", "N", "C", "N", "N", "C", "N", "C", "C", "C", "C", "C", "H", "H", "H", "H", "H", "H", "H", "H", "H", "H", "N", "C", "C", "C", "C", "C", "C", "S", "O", "O", "O", "H", "H", "H", "H", "H", "H", "C", "C", "N", "C", "C", "N", "C", "C", "H", "H", "H", "H", "H", "H", "H", "H", "H", "H", "H", "H"], "coordinates": [[0.133099, -0.925957, -0.093614], [0.064190, -4.321979, -0.491870], [0.489542, -3.029177, -0.892882], [1.549664, -2.924104, -1.626153], [2.237839, -1.724241, -1.824232], [3.440754, -1.458796, -2.556413], [3.621934, -0.099763, -2.411447], [2.551034, 0.407764, -1.676674], [1.691503, -0.560170, -1.361603], [-1.352513, -4.775283, -0.793883], [-1.693746, -5.204515, -2.074510], [-2.967678, -5.516224, -2.469108], [-4.026457, -5.254347, -1.596219], [-3.757706, -4.836701, -0.339036], [-2.420741, -4.493324, 0.060500], [0.078739, -4.290124, 0.614189], [0.748657, -5.064860, -0.917047], [1.989624, -3.808941, -2.092612], [4.091097, -2.230481, -2.981523], [4.375336, 0.535830, -2.774784], [2.254736, 1.379337, -1.295970], [-0.899835, -5.266346, -2.810945], [-3.142541, -5.955764, -3.453484], [-5.031391, -5.549442, -1.921297], [-4.564054, -4.545896, 0.348035], [-2.300611, -4.068848, 1.029447], [-1.265113, -1.217578, 1.300770], [-2.337638, -1.367217, 1.698773], [-3.641926, -1.504713, 2.041771], [-4.616953, -0.528883, 1.553353], [-5.424915, 0.271824, 1.436397], [-4.113991, -2.576939, 2.835599], [-4.430783, -3.464735, 3.490834], [0.278390, 1.051668, 0.778153], [0.457359, 2.146997, 1.044000], [0.581179, 3.352778, 1.481621], [-0.072457, 4.441323, 0.697256], [0.832526, 5.592390, 0.569512], [1.067589, 6.274764, 1.989815], [1.515825, 5.185093, 2.985095], [1.749861, 3.853584, 2.318221], [-1.048259, 4.762072, 1.182186], [-0.355623, 4.088049, -0.340663], [0.427981, 6.278205, -0.198317], [1.775576, 5.238590, 0.073600], [0.010258, 6.605433, 2.336689], [1.591771, 7.218673, 2.027560], [0.714431, 5.096780, 3.748331], [2.424828, 5.431388, 3.599061], [1.931862, 3.118823, 3.010941], [2.611441, 3.961640, 1.696302], [1.731575, -1.709593, 1.517451], [2.563088, -0.605033, 2.008060], [2.191652, 0.054254, 3.136179], [3.008237, 1.079138, 3.570700], [4.097769, 1.544904, 2.872404], [4.360385, 0.953550, 1.638145], [3.551205, -0.116073, 1.195275], [4.946058, 3.026225, 3.422212], [4.889277, 4.083853, 2.419157], [4.034917, 3.336387, 4.575354], [6.325549, 2.555014, 3.666510], [2.296723, -2.375634, 1.025656], [1.248332, -2.190413, 2.296936], [1.336446, -0.283162, 3.751780], [2.743028, 1.545251, 4.523017], [5.108914, 1.309893, 0.881594], [3.767222, -0.483375, 0.162085], [-1.088955, 0.926967, -2.269330], [-2.094079, 1.127781, -3.394828], [-3.245868, 0.176253, -3.384439], [-3.817532, 0.263514, -2.060721], [-2.783250, -0.092092, -0.945790], [-1.457408, -0.338678, -1.546889], [-1.495898, -1.413410, -2.528419], [-2.556488, -1.090914, -3.679829], [-1.082277, 1.761499, -1.506343], [0.003075, 0.707197, -2.549976], [-1.527208, 0.919055, -4.356263], [-2.591921, 2.141230, -3.463401], [-4.572896, -0.559242, -2.036968], [-4.241341, 1.289332, -1.950559], [-3.035859, -1.010316, -0.488449], [-2.694870, 0.665144, -0.085780], [-1.837125, -2.316896, -2.061792], [-0.508930, -1.580539, -2.978690], [-3.330252, -1.881850, -3.669273], [-2.064994, -1.146877, -4.658500]], "forces_ev_per_angstrom": [[0.6, 0.1, 0.3], [-0.6, -1.1, 1.1], [0.2, 1.8, -0.6], [-0.3, -1.1, 0.3], [0.5, 0.7, -1.3], [-0.8, -1.0, 1.0], [-0.2, 0.7, 0.0], [-1.4, 0.1, 0.3], [0.1, -0.8, 0.3], [-1.1, 1.8, -0.3], [1.0, -0.3, -0.5], [-0.4, 0.1, -0.2], [-0.5, -1.7, -1.3], [1.0, 2.1, 1.8], [-1.1, -1.4, -1.1], [0.5, -0.5, -0.3], [0.1, -0.2, 0.4], [0.0, -0.2, 0.2], [-0.3, 0.6, 0.0], [1.0, 0.4, -0.5], [0.7, 0.2, -0.4], [0.1, -0.3, 0.0], [0.0, 0.3, 0.2], [0.3, 0.4, 0.3], [0.3, -0.4, -0.2], [0.3, 0.2, 0.6], [0.4, -0.3, 0.2], [0.6, -0.2, -0.2], [-2.4, 0.6, -0.3], [1.8, -1.6, 1.7], [-0.9, 0.9, -0.8], [0.6, 0.6, -0.5], [-0.3, -0.7, 0.4], [-0.3, -2.0, -1.2], [0.3, 0.7, 1.0], [0.0, 2.8, 0.1], [-2.1, -1.1, -0.5], [1.8, 1.9, -0.3], [-2.6, -0.5, -0.4], [-0.4, 0.5, 1.3], [-0.7, 0.6, -1.4], [1.0, -0.5, -0.3], [0.3, 0.0, 1.1], [-0.1, 0.0, 0.6], [-0.5, 0.3, 0.7], [1.4, -0.5, -0.7], [0.8, -0.1, -0.4], [0.4, -0.2, -0.3], [-0.6, -0.3, -1.0], [0.5, -1.5, 1.6], [0.6, -0.2, -0.5], [-0.3, 0.8, 0.8], [-1.6, -1.6, -1.6], [0.1, -0.2, 1.4], [-0.8, 0.2, 1.5], [0.3, 0.2, -1.6], [-0.2, -0.4, -1.2], [2.0, 0.7, -0.9], [-0.1, -0.1, 1.9], [-0.2, -0.5, -0.4], [1.9, 0.1, -0.9], [-1.5, 0.6, 0.2], [0.2, -0.3, -0.3], [0.4, 0.5, -0.7], [0.5, 0.2, -0.5], [0.3, 0.0, -0.4], [-0.6, -0.1, 1.3], [-0.4, -0.1, 1.3], [1.6, -0.5, 1.5], [-0.5, 1.1, -2.4], [2.8, 0.7, -1.0], [-0.6, -1.1, 0.6], [0.3, 1.1, 0.3], [0.6, 1.4, 0.3], [-1.1, 0.1, -1.6], [-0.8, -1.4, 1.6], [0.0, -0.9, -0.8], [-1.6, 0.9, -0.2], [-0.9, 0.7, 0.8], [1.1, -0.7, 0.3], [-0.1, 1.1, 0.2], [0.0, -0.9, 0.1], [-0.6, -0.9, 0.4], [0.0, -0.8, -1.5], [0.1, -0.5, 0.5], [-0.1, 0.2, 0.4], [0.3, 0.1, 0.0], [-0.3, 0.6, 0.1]], "lowdin_charge": [0.5633, -0.1965, -0.0226, -0.1278, -0.3480, -0.0364, -0.1156, -0.1943, -0.0311, -0.2128, -0.0778, -0.0944, -0.1130, -0.0726, -0.0143, 0.1211, 0.1156, 0.1294, 0.1025, 0.0775, 0.1071, 0.1115, 0.1043, 0.1077, 0.1069, 0.0822, 0.1390, -0.2228, -0.2735, -0.2430, 0.1327, -0.2680, 0.1222, 0.2128, -0.2331, -0.0242, -0.1786, -0.2053, -0.1565, -0.1645, -0.1234, 0.1393, 0.1289, 0.1135, 0.1310, 0.1200, 0.0898, 0.1172, 0.1297, 0.0650, 0.1005, 0.0789, -0.3269, -0.0580, -0.1008, -0.2806, -0.0284, -0.0474, 0.4667, -0.3672, -0.4077, -0.3720, 0.0755, 0.1024, 0.1278, 0.1151, 0.1361, 0.1006, -0.1516, -0.1767, -0.1587, -0.1532, -0.1726, -0.2007, -0.1458, -0.1435, 0.1103, 0.1190, 0.1255, 0.1280, 0.1284, 0.1295, 0.0631, 0.1391, 0.0891, 0.1143, 0.1117, 0.1098], "mol_weight_da": 726.5, "relative_energy_kcal_mol": 0.0, "e_tot_ha": -3998.798296, "gap_ev": [8.107, 8.080], "lumo_energy_ev": [2.10, 2.07], "e_homo_ha": [-0.2207, -0.2207], "multiplicity": 3, "charge": -1}